(1)
{
  "formula": "C9H14BF",
  "method": "ωB97M-V/def2-TZVPD",
  "species": ["C", "C", "C", "B", "C", "F", "C", "C", "C", "C", "C", "H", "H", "H", "H", "H", "H", "H", "H", "H", "H", "H", "H", "H", "H"],
  "coordinates": [[-0.37, 1.02, 3.83], [0.32, 0.97, 2.70], [-0.01, 1.76, 1.45], [-0.61, 0.66, 0.50], [0.42, -0.25, -0.38], [1.74, -0.12, 0.20], [0.10, -1.72, -0.33], [0.69, -2.70, 0.32], [0.60, 0.34, -1.79], [-0.62, 0.16, -2.65], [-0.86, -0.63, -3.70], [-0.01, 0.43, 4.73], [-1.12, 1.80, 3.97], [1.27, 0.51, 2.65], [-0.78, 2.61, 1.85], [0.74, 2.26, 0.92], [-1.72, 0.52, 0.56], [-0.87, -1.85, -1.03], [0.30, -3.63, 0.22], [1.61, -2.46, 0.76], [1.42, -0.03, -2.44], [0.84, 1.32, -1.76], [-1.38, 0.87, -2.24], [-1.74, -0.76, -4.21], [0.01, -1.09, -4.13]],
  "lowdin_charge": [-0.0008, -0.2193, -0.1580, -0.0415, -0.3761, -0.0490, -0.1116, 0.0438, -0.1352, -0.1800, 0.0353, 0.0843, 0.0629, 0.0904, 0.1488, 0.0788, 0.0713, 0.1560, 0.0298, 0.0547, 0.1367, 0.0802, 0.1147, 0.0232, 0.0607],
  "orbital_gap_ev": 9.7,
  "relative_energy_kcal_mol": 15.84,
  "smiles": "C=CCB[C@@](F)(C=C)CC=C",
  "energy_ha": -475.89534,
  "total_charge": 0
}

---

(2)
{
  "formula": "C18H30AsN2O6ReSSb",
  "method": "ωB97M-V/def2-TZVPD",
  "species": ["Re", "O", "As", "O", "O", "C", "C", "C", "C", "C", "C", "S", "O", "O", "O", "H", "H", "H", "H", "H", "N", "C", "C", "C", "N", "H", "H", "H", "H", "C", "C", "C", "Sb", "C", "C", "C", "C", "C", "C", "H", "H", "H", "H", "H", "H", "H", "H", "H", "H", "H", "H", "H", "H", "H", "H", "H", "H", "H", "H", "H"],
  "coordinates": [[-0.74, -1.30, -0.91], [3.70, -0.18, -0.48], [2.15, -0.70, 0.07], [1.39, 0.67, 0.74], [1.22, -0.92, -1.36], [2.63, -2.06, 1.32], [3.87, -1.92, 1.93], [4.27, -2.89, 2.86], [3.45, -3.96, 3.17], [2.20, -4.10, 2.56], [1.80, -3.15, 1.65], [0.22, -3.24, 0.92], [0.35, -3.41, -0.54], [-0.65, -4.10, 1.63], [-0.19, -1.73, 1.01], [3.81, -0.25, -1.45], [4.53, -1.10, 1.68], [5.23, -2.78, 3.34], [3.78, -4.70, 3.89], [1.55, -4.93, 2.81], [-3.14, -2.28, 0.75], [-4.24, -3.04, 0.68], [-4.52, -3.26, -0.65], [-3.52, -2.60, -1.34], [-2.67, -1.99, -0.49], [-2.61, -2.03, 1.56], [-4.74, -3.37, 1.58], [-5.34, -3.82, -1.06], [-3.36, -2.52, -2.41], [0.26, 4.39, -1.06], [0.99, 3.29, -0.30], [2.45, 3.17, -0.72], [-0.16, 1.48, -0.42], [-0.66, 1.40, -2.56], [0.61, 1.42, -3.40], [-1.58, 0.24, -2.90], [-1.61, 1.73, 1.14], [-2.62, 2.82, 0.77], [-0.90, 2.01, 2.45], [0.72, 5.36, -0.84], [-0.80, 4.49, -0.80], [0.33, 4.25, -2.14], [0.94, 3.46, 0.78], [2.56, 3.01, -1.79], [2.98, 2.39, -0.18], [2.94, 4.12, -0.49], [-1.20, 2.34, -2.60], [1.25, 0.57, -3.19], [1.17, 2.34, -3.27], [0.32, 1.36, -4.45], [-1.11, -0.78, -2.79], [-1.80, 0.20, -3.97], [-2.53, 0.27, -2.36], [-2.10, 0.76, 1.16], [-2.15, 3.81, 0.74], [-3.40, 2.87, 1.53], [-3.12, 2.64, -0.19], [-0.42, 2.99, 2.46], [-0.14, 1.26, 2.69], [-1.64, 2.01, 3.25]],
  "mulliken_spin": [2.5987, -0.0008, 0.0304, 0.0097, 0.0330, 0.0155, 0.0001, 0.0017, -0.0004, 0.0017, -0.0107, 0.0109, 0.0545, 0.0097, 0.0049, 0.0004, 0.0001, 0.0002, 0.0000, 0.0004, 0.0118, 0.0448, -0.0033, 0.0265, -0.0245, -0.0029, 0.0026, 0.0011, -0.0043, 0.0011, 0.0181, -0.0010, 0.0430, 0.0344, 0.0084, 0.1053, 0.0207, 0.0059, 0.0004, 0.0000, 0.0004, 0.0002, 0.0009, -0.0002, 0.0004, 0.0009, 0.0085, 0.0054, -0.0003, 0.0041, -0.0602, 0.0066, 0.0031, -0.0177, -0.0004, 0.0009, -0.0013, -0.0001, 0.0009, -0.0002],
  "spin_multiplicity": 4,
  "orbital_gap_ev": [7.8, 6.7],
  "s_squared": 3.77,
  "energy_ha": -4216.68534,
  "total_charge": 2
}